The following is a quantum chemistry calculation of a structure of composition C18H54B2CaF8O9 at a distorted geometry, from the OMol25 dataset.

For the total energy, the calculation gives -2921.89944 a.u.

Last column: Löwdin charge in e.
Element x y z (Å)
Ca (2.32298, 0.64349, -3.30911)  1.7603
B (6.06430, 0.42096, -2.54022)  -1.3215
F (6.17294, -0.23589, -1.34991)  0.1509
F (5.33052, -0.38789, -3.43061)  0.0574
F (5.31524, 1.61890, -2.43324)  0.0562
F (7.34138, 0.71841, -2.96785)  0.1368
B (0.42664, 0.28878, -0.26137)  -1.5182
F (0.72723, -1.01392, -0.63269)  0.1115
F (-0.25471, 0.82656, -1.32610)  0.1082
F (-0.22821, 0.42598, 0.88282)  0.2145
F (1.58797, 0.94937, -0.24375)  0.1581
C (-6.63302, -0.80971, 1.26153)  -0.0846
C (-5.22005, -0.39793, 0.95802)  -0.3829
O (-4.69451, 0.03621, 2.13779)  -0.0654
H (-6.57869, -1.63898, 1.96684)  0.0777
H (-7.10395, -1.18060, 0.35117)  0.0697
H (-7.27520, -0.02013, 1.65174)  0.0769
H (-5.10239, 0.38571, 0.20957)  0.1106
H (-4.62242, -1.25301, 0.64216)  0.1102
H (-3.78362, 0.25251, 1.92543)  0.0875
C (-2.12334, 6.10843, 0.59130)  -0.1174
C (-2.34160, 4.67406, 0.34592)  -0.3280
O (-3.15013, 4.54995, -0.83006)  -0.0803
H (-1.68952, 6.61564, -0.27047)  0.0726
H (-1.55806, 6.27447, 1.50835)  0.0798
H (-3.08868, 6.58695, 0.75630)  0.0796
H (-2.86219, 4.24113, 1.20012)  0.1188
H (-1.35793, 4.21429, 0.25048)  0.1066
H (-2.67092, 4.86206, -1.60113)  0.0707
C (4.00766, -5.89733, -0.57551)  -0.0820
C (3.61228, -4.61812, 0.16810)  -0.3144
O (3.74797, -4.74597, 1.58203)  -0.0876
H (3.93669, -5.84207, -1.66179)  0.0594
H (3.34033, -6.71771, -0.31144)  0.0677
H (5.02686, -6.22520, -0.37092)  0.0720
H (2.56040, -4.37413, 0.01930)  0.1020
H (4.20031, -3.74669, -0.11988)  0.1068
H (3.53288, -3.88193, 1.94089)  0.0731
C (-2.06687, -4.53878, 2.02602)  -0.0871
C (-1.54824, -5.96612, 2.00336)  -0.3205
O (-2.50852, -6.70690, 1.25996)  -0.0932
H (-3.11468, -4.43897, 2.30929)  0.0778
H (-1.89427, -4.05261, 1.06584)  0.0682
H (-1.46690, -3.90935, 2.68325)  0.0703
H (-1.56185, -6.33726, 3.02814)  0.1018
H (-0.55158, -6.18571, 1.62055)  0.1090
H (-2.22379, -7.62023, 1.33968)  0.0745
C (2.82489, 0.98813, 4.56734)  -0.0878
C (2.40882, -0.50127, 4.70771)  -0.2992
O (2.35268, -1.10386, 3.41709)  -0.0842
H (2.10485, 1.55044, 3.97282)  0.0656
H (3.83854, 1.06034, 4.17314)  0.0717
H (2.88944, 1.49899, 5.52805)  0.0615
H (1.41177, -0.52995, 5.14722)  0.0996
H (3.12970, -1.00640, 5.35057)  0.1093
H (1.75385, -0.56993, 2.88991)  0.0680
C (3.44235, -4.09625, -5.67600)  -0.0919
C (2.46861, -2.99757, -5.90278)  -0.3082
O (1.83289, -2.48093, -4.71293)  -0.1090
H (3.89996, -4.47652, -6.58928)  0.0837
H (3.05173, -4.96859, -5.15204)  0.0806
H (4.32861, -3.76323, -5.13586)  0.0816
H (1.70332, -3.31069, -6.61297)  0.1168
H (3.04514, -2.15946, -6.29430)  0.1078
H (1.07961, -3.04378, -4.51960)  0.0872
C (-3.77686, -0.05654, -4.09376)  -0.0959
C (-5.05612, -0.44852, -4.77319)  -0.3459
O (-4.94386, -1.81583, -5.09482)  -0.0759
H (-3.54223, -0.70034, -3.24608)  0.0801
H (-3.80346, 0.98963, -3.78893)  0.0748
H (-2.93066, -0.16489, -4.77221)  0.0635
H (-5.33441, 0.14263, -5.64566)  0.1108
H (-5.85050, -0.32835, -4.03657)  0.1085
H (-5.83518, -2.05248, -5.36155)  0.0814
C (-1.31106, 3.23620, 5.50948)  -0.0824
C (-1.04110, 3.32570, 7.04655)  -0.2749
O (-0.92749, 4.75714, 7.35934)  -0.1050
H (-0.48210, 3.79720, 5.07798)  0.0662
H (-2.19551, 3.79421, 5.20214)  0.0651
H (-1.34653, 2.19630, 5.18473)  0.0691
H (-0.04479, 2.89943, 7.16382)  0.0913
H (-1.69419, 2.74706, 7.69982)  0.1011
H (-0.62560, 4.91609, 8.25667)  0.0693
C (3.09467, 6.35775, -2.44374)  -0.0720
C (2.40982, 5.14035, -1.77844)  -0.3272
O (1.91193, 4.32435, -2.78640)  -0.0989
H (3.46237, 7.04429, -1.68114)  0.0757
H (2.35514, 6.91672, -3.01711)  0.0699
H (3.91650, 6.03064, -3.08068)  0.0769
H (1.67744, 5.51351, -1.06257)  0.1071
H (3.08717, 4.52629, -1.18496)  0.1188
H (1.28128, 4.87106, -3.26072)  0.0814


The following is a quantum chemistry calculation of a cluster of 2 separate species, C5H11N in total at a distorted geometry, from the OMol25 dataset.

Its SMILES is C=C(C)C.C=N. For the total energy, the calculation gives -251.74646 a.u.

Last column: natural (NBO) charge in e.
Element x y z (Å)
C (0.43134, -0.16071, 1.57535)  -0.4719
C (0.49755, 0.18349, 0.28838)  0.0276
C (0.60676, -1.10781, -0.88639)  -0.6299
C (1.24701, 1.38285, -0.21453)  -0.6647
H (0.06535, -1.11922, 1.91076)  0.1960
H (0.74129, 0.52225, 2.35174)  0.2009
H (0.19588, -0.96694, -1.88557)  0.2121
H (0.27365, -2.00908, -0.38176)  0.2149
H (1.68514, -1.15323, -1.03710)  0.2081
H (2.31067, 1.15994, -0.30275)  0.2278
H (0.87433, 1.68053, -1.19487)  0.2120
H (1.13230, 2.22087, 0.47195)  0.2173
C (-1.96023, 0.00954, -0.50453)  -0.0101
N (-2.55016, -0.74091, 0.31045)  -0.6070
H (-2.39024, 0.31169, -1.45058)  0.1579
H (-1.14066, 0.76441, -0.19829)  0.1671
H (-2.01999, -0.97766, 1.14772)  0.3419


The following is a quantum chemistry calculation of the molecule C4H9NO2S at a distorted geometry, from the OMol25 dataset.

For the total energy, the calculation gives -761.10585 a.u.

Last column: natural (NBO) charge in e.
Element x y z (Å)
C (0.45870, -0.75324, -1.25451)  -0.5371
C (1.41566, 1.63465, -0.54346)  -0.8933
C (-0.75688, -0.83723, -0.35689)  -0.1060
C (-0.11653, -0.79986, 1.21983)  0.3777
N (-1.52362, 0.32669, -0.57971)  -0.8979
O (1.23006, -0.78440, 1.17823)  -0.7532
O (-0.56192, 0.32770, 1.79102)  -0.7340
S (1.86910, 0.08377, -0.36208)  0.9667
H (0.87161, -1.72024, -1.43308)  0.2292
H (0.18109, -0.08464, -1.93911)  0.2455
H (0.26884, 1.89610, -0.56094)  0.2561
H (2.20897, 2.32494, -0.18004)  0.2265
H (-1.32252, -1.77320, -0.47277)  0.1994
H (-0.31119, -1.77315, 1.77088)  0.1456
H (-2.51989, 0.21307, -0.80442)  0.3738
H (-1.56773, 0.91777, 0.38624)  0.4009
H (0.17625, 0.80127, 2.14082)  0.5002


The following is a quantum chemistry calculation of a structure of composition C43H45ClN4O4Ti, from the OMol25 dataset.

The total charge is -2. For the total energy, the calculation gives -3495.34871 a.u.

Last column: Löwdin charge in e.
Element x y z (Å)
Ti (-0.64166, 0.30561, 0.05813)  0.9823
C (0.37990, 0.16389, -2.92808)  -0.0328
N (0.93196, -0.03097, -1.57033)  -0.2513
C (2.04798, 0.93702, -1.40088)  -0.1766
C (2.34841, 1.26923, 0.05947)  -0.1549
C (1.57190, 2.50019, 0.52377)  -0.2036
N (0.18365, 2.40560, 0.07825)  -0.0246
C (-0.47910, 3.48724, -0.04663)  -0.0945
C (-1.85791, 3.57960, -0.47436)  -0.1389
C (-2.43485, 4.85453, -0.54539)  -0.0685
C (-3.73065, 5.04190, -0.96789)  -0.1191
C (-4.47898, 3.91978, -1.34095)  -0.0949
C (-3.93941, 2.65709, -1.28983)  -0.0052
C (-2.61457, 2.44186, -0.85523)  -0.3253
O (-2.14405, 1.22768, -0.82606)  -0.1679
C (1.47155, -1.40321, -1.43137)  -0.1856
C (0.47044, -2.53894, -1.65636)  -0.1583
C (-0.89921, -2.32469, -1.00095)  -0.2180
N (-0.76794, -1.68088, 0.29159)  -0.1385
C (-0.59699, -2.43799, 1.36376)  -0.1058
C (-0.43429, -1.90006, 2.67503)  -0.1593
C (-0.39364, -2.77432, 3.78307)  -0.0702
C (-0.26871, -2.31388, 5.07237)  -0.1238
C (-0.18157, -0.93541, 5.30435)  -0.1190
C (-0.21871, -0.05417, 4.24291)  -0.0375
C (-0.33629, -0.50281, 2.92007)  -0.3187
O (-0.34189, 0.39150, 1.93925)  -0.1991
H (1.17582, 0.08067, -3.67806)  0.0983
H (-0.07755, 1.14693, -3.01917)  0.0774
H (-0.38295, -0.58214, -3.14111)  0.0894
H (1.76613, 1.85161, -1.92920)  0.1178
H (2.92847, 0.53823, -1.91372)  0.0961
H (3.41792, 1.45224, 0.19279)  0.1117
H (2.09761, 0.41804, 0.70049)  0.0995
H (2.03406, 3.40624, 0.11348)  0.1084
H (1.59006, 2.55800, 1.61484)  0.1202
H (0.00570, 4.44442, 0.18425)  0.1210
H (-1.82825, 5.70882, -0.25902)  0.1021
H (-4.15971, 6.03398, -1.01742)  0.0859
H (-5.50101, 4.04539, -1.67952)  0.0962
H (-4.51017, 1.78410, -1.57729)  0.1172
H (1.89019, -1.48720, -0.42547)  0.1189
H (2.29841, -1.52576, -2.14606)  0.1126
H (0.93342, -3.44057, -1.24570)  0.1108
H (0.33337, -2.71846, -2.72600)  0.1081
H (-1.45976, -3.26098, -0.92257)  0.1205
H (-1.50946, -1.67138, -1.63562)  0.1078
H (-0.63248, -3.52164, 1.26174)  0.1254
H (-0.49916, -3.83734, 3.59415)  0.1056
H (-0.26228, -3.01055, 5.90132)  0.0866
H (-0.09600, -0.55815, 6.31691)  0.0850
H (-0.16203, 1.01701, 4.39898)  0.1045
C (5.26072, -1.27689, -2.99693)  -0.0687
C (4.44000, -0.60237, -4.07064)  -0.2590
C (3.79410, -1.40441, -5.00424)  -0.0828
C (3.04644, -0.82794, -6.01955)  -0.0900
C (2.92496, 0.54454, -6.09042)  -0.0237
C (3.54595, 1.37486, -5.14878)  -0.1999
N (3.39222, 2.77255, -5.33630)  0.0883
C (2.72450, 3.54660, -4.31752)  -0.1998
C (3.43941, 4.36129, -3.44770)  -0.0623
C (2.78343, 5.13458, -2.50029)  -0.1055
C (1.39708, 5.10576, -2.42833)  -0.1108
C (0.67748, 4.32178, -3.31868)  -0.0279
C (1.32255, 3.56170, -4.28920)  -0.0664
C (0.46656, 2.85103, -5.35731)  -0.6547
O (0.93685, 2.89471, -6.52665)  -0.0688
O (-0.58754, 2.34062, -4.95644)  -0.0167
C (4.32575, 0.79596, -4.13374)  -0.1781
C (5.09338, 1.65424, -3.16505)  -0.0431
H (5.20142, -2.35962, -3.10670)  0.0703
H (4.90899, -1.02751, -1.99171)  0.0705
H (6.31479, -0.99361, -3.04864)  0.0764
H (3.87951, -2.48281, -4.93100)  0.0973
H (2.53379, -1.45042, -6.74286)  0.0984
H (2.29297, 1.00570, -6.83993)  0.1050
H (2.76043, 2.88573, -6.13853)  0.0851
H (4.51833, 4.38874, -3.53038)  0.0991
H (3.35464, 5.76591, -1.82929)  0.0916
H (0.87718, 5.70992, -1.69374)  0.0877
H (-0.40527, 4.28750, -3.28720)  0.1169
H (5.78767, 2.30454, -3.70516)  0.0875
H (5.66950, 1.05467, -2.46428)  0.0605
H (4.44056, 2.30244, -2.58268)  0.0555
Cl (-6.81049, -4.88105, 0.26284)  0.5448
C (-5.66741, -5.02286, 1.60364)  -0.6342
C (-5.81261, -6.10045, 2.44530)  -0.2010
C (-4.95462, -6.29871, 3.52714)  -0.1882
C (-3.94252, -5.33930, 3.71443)  -0.1681
C (-3.79446, -4.26525, 2.87732)  -0.0926
C (-4.64822, -4.01393, 1.73239)  -0.4036
C (-4.46801, -2.93214, 0.90364)  -0.0758
H (-6.61721, -6.80063, 2.24616)  0.0760
H (-5.07377, -7.14598, 4.19018)  0.0546
H (-3.25468, -5.44041, 4.55061)  0.0778
H (-3.00919, -3.54146, 3.07045)  0.0753
H (-3.62888, -2.26872, 1.08269)  0.0064
H (-5.10001, -2.75592, 0.04588)  -0.0206